[1]
# C4H19NO6S2

A cluster of 6 separate species, C4H19NO6S2 in total in a non-equilibrium geometry (ωB97M-V/def2-TZVPD, the Open Molecules 2025 dataset).

```
32
Properties=species:S:1:pos:R:3:nbo_charge:R:1
C 1.504 0.999 0.871 -0.675
C 0.827 -0.357 0.529 -0.079
C -0.422 -0.799 1.420 -0.533
S -0.113 -1.347 3.202 0.089
S -0.109 0.438 4.113 -0.157
N 0.132 -0.182 -0.767 -0.654
C 0.787 -0.261 -2.004 0.531
O 1.851 -0.810 -2.138 -0.620
H 2.612 0.738 0.939 0.228
H 1.156 1.833 0.225 0.220
H 1.226 1.407 1.887 0.239
H 1.603 -1.092 0.121 0.245
H -1.039 0.060 1.539 0.232
H -0.853 -1.540 0.744 0.257
H -1.372 1.035 4.142 0.134
H -0.718 0.359 -0.847 0.388
H 0.306 0.336 -2.752 0.135
O 3.184 3.237 -0.863 -0.928
H 2.215 3.242 -0.928 0.468
H 3.135 2.519 -0.159 0.460
O -3.340 -1.820 -1.248 -0.959
H -2.896 -2.558 -1.753 0.480
H -2.633 -1.292 -0.810 0.478
O 1.378 2.456 -2.808 -0.948
H 1.128 2.699 -3.693 0.474
H 2.061 1.822 -2.953 0.482
O -0.562 -3.837 0.075 -0.941
H 0.253 -3.615 -0.400 0.476
H -0.281 -4.012 0.973 0.472
O -3.314 0.317 1.034 -0.952
H -3.481 -0.432 1.616 0.475
H -4.226 0.457 0.695 0.482
```

The value obtained for the relative energy (zero: lowest compared OMol25 entry of this formula, charge and spin) is 33.5 kcal/mol. For the HOMO energy, the calculation gives -9.10 eV. The LUMO energy comes out at 0.2 eV. The spin multiplicity is 1. As for the SMILES: C[C@@H](CSS)NC=O.O.O.O.O.O. The largest force on an atom is 2.90 eV/Å.

***

[2]
# C4H19NO9

A cluster of 7 separate species, C4H19NO9 in total in a non-equilibrium geometry (ωB97M-V/def2-TZVPD, the Open Molecules 2025 dataset).

```
33
Properties=species:S:1:pos:R:3:nbo_charge:R:1
O -3.145 0.587 -1.424 -0.681
C -2.638 -0.471 -1.014 0.538
N -1.661 -0.523 -0.066 -0.602
C -1.366 0.617 0.790 -0.224
C -1.810 0.329 2.185 0.435
O -2.330 -0.689 2.517 -0.492
C 0.149 0.994 0.732 -0.059
O 0.441 2.106 -0.093 -0.772
H -3.133 -1.312 -1.460 0.163
H -1.159 -1.419 0.028 0.439
H -1.854 1.524 0.409 0.259
H -1.485 1.072 2.923 0.117
H 0.672 0.165 0.200 0.181
H 0.615 1.187 1.698 0.191
H -0.377 2.466 -0.496 0.509
O -1.858 2.935 -1.284 -0.968
H -2.294 2.078 -1.526 0.507
H -2.548 3.252 -0.690 0.474
O 1.051 -2.804 -0.196 -0.998
H 1.155 -3.748 0.013 0.485
H 1.116 -2.644 -1.148 0.515
O 3.257 -1.327 0.600 -0.966
H 2.451 -1.813 0.401 0.497
H 3.864 -2.042 0.729 0.469
O 1.635 1.057 -2.326 -0.966
H 1.524 1.253 -1.349 0.511
H 0.827 1.465 -2.694 0.483
O 1.482 -1.604 -2.556 -0.999
H 1.605 -0.601 -2.621 0.514
H 2.424 -1.807 -2.384 0.466
O 3.520 -0.504 3.214 -0.969
H 3.611 0.418 3.024 0.461
H 3.280 -0.914 2.381 0.485
```

The value obtained for the relative energy (zero: lowest compared OMol25 entry of this formula, charge and spin) is 23.9 kcal/mol. For the HOMO energy, the calculation gives -10.40 eV. The LUMO energy comes out at 0.2 eV. The spin multiplicity is 1. As for the SMILES: O=CN[C@@H](C=O)CO.O.O.O.O.O.O. The largest force on an atom is 2.36 eV/Å.

***

[3]
# C4H2

An isolated molecule of C4H2 in a non-equilibrium geometry (ωB97M-V/def2-TZVPD, the Open Molecules 2025 dataset).

```
6
Properties=species:S:1:pos:R:3:nbo_charge:R:1
C 0.157 -0.113 -0.275 0.266
C -0.505 0.953 -0.487 -0.482
C 0.682 -1.165 0.299 -0.599
C 1.185 -2.142 0.929 0.169
H -0.805 1.811 -1.092 0.296
H -0.714 0.655 0.626 0.350
```

The value obtained for the relative energy (zero: lowest compared OMol25 entry of this formula, charge and spin) is 70.7 kcal/mol. For the HOMO energy, the calculation gives -9.65 eV. The LUMO energy comes out at -0.9 eV. The spin multiplicity is 1. The largest force on an atom is 2.24 eV/Å.

***

[4]
# C4H20NO5S

A cluster of 6 separate species, C4H20NO5S in total in a non-equilibrium geometry (ωB97M-V/def2-TZVPD, the Open Molecules 2025 dataset).

```
31
Properties=species:S:1:pos:R:3:nbo_charge:R:1
C 1.635 0.802 -0.361 -0.237
N 0.608 -0.227 -0.108 -0.665
C 1.179 -1.525 0.273 -0.233
C 2.157 -1.437 1.430 -0.546
S 1.313 -0.926 2.979 -0.741
C 2.149 1.611 0.787 -0.651
H 1.125 1.388 -1.119 0.192
H 2.442 0.344 -0.937 0.189
H 0.011 0.120 0.619 0.362
H 0.403 -2.221 0.597 0.173
H 1.616 -1.893 -0.656 0.173
H 2.657 -2.399 1.582 0.186
H 2.986 -0.751 1.244 0.180
H 2.656 2.530 0.431 0.195
H 2.710 1.424 1.699 0.257
H 1.374 2.216 1.297 0.177
H -1.324 -1.538 0.290 0.500
H -2.431 -1.640 1.330 0.480
O -2.238 -1.324 0.444 -0.973
H -0.979 -0.988 -3.371 0.493
H -0.204 0.242 -3.329 0.463
O -0.537 -0.375 -3.978 -0.961
H -2.932 -0.240 -1.679 0.495
H -3.184 -1.784 -1.940 0.468
O -2.695 -1.011 -2.214 -0.978
H -1.916 1.672 -0.349 0.493
H -2.663 0.424 -0.253 0.485
O -2.701 1.266 -0.731 -0.975
H -0.359 2.344 1.920 0.477
H -1.538 1.542 2.290 0.480
O -1.320 2.355 1.811 -0.958
```

The value obtained for the relative energy (zero: lowest compared OMol25 entry of this formula, charge and spin) is 5.8 kcal/mol. For the HOMO energy, the calculation gives -3.21 eV. The LUMO energy comes out at 3.0 eV. The spin multiplicity is 1. The largest force on an atom is 4.11 eV/Å. The charge is -1.

***

[5]
# C4H20O6

A cluster of 6 separate species, C4H20O6 in total in a non-equilibrium geometry (ωB97M-V/def2-TZVPD, the Open Molecules 2025 dataset).

```
30
Properties=species:S:1:pos:R:3:nbo_charge:R:1
C 1.419 -1.494 3.402 -0.242
O 1.558 -1.690 2.030 -0.745
H 1.106 -0.490 3.689 0.187
H 0.801 -2.187 3.973 0.162
H 2.415 -1.591 3.834 0.157
H 1.966 -2.494 1.701 0.482
C -0.646 -2.329 -3.613 -0.249
O -1.273 -1.053 -3.745 -0.725
H 0.434 -2.186 -3.572 0.161
H -1.021 -2.703 -2.661 0.160
H -0.935 -3.040 -4.387 0.183
H -0.879 -0.520 -3.050 0.469
C -3.968 -1.759 1.024 -0.235
O -4.992 -0.952 1.357 -0.706
H -4.112 -2.781 1.373 0.154
H -3.881 -1.696 -0.061 0.177
H -3.028 -1.416 1.455 0.148
H -5.289 -1.264 2.215 0.463
C 4.802 3.293 -0.436 -0.252
O 3.885 3.711 -1.456 -0.735
H 5.801 3.598 -0.747 0.168
H 4.649 3.876 0.472 0.186
H 4.718 2.230 -0.208 0.165
H 4.089 3.308 -2.303 0.468
O 0.435 1.352 -0.775 -0.951
H 1.103 1.991 -1.022 0.476
H 0.904 0.707 -0.245 0.474
O -3.483 2.867 0.726 -0.943
H -2.597 2.653 0.436 0.471
H -3.981 2.060 0.594 0.472
```

The value obtained for the relative energy (zero: lowest compared OMol25 entry of this formula, charge and spin) is 58.2 kcal/mol. For the HOMO energy, the calculation gives -10.14 eV. The LUMO energy comes out at 0.2 eV. The spin multiplicity is 1. As for the SMILES: CO.CO.CO.CO.O.O. The largest force on an atom is 3.03 eV/Å.

***

[6]
# C4H20O8

A cluster of 6 separate species, C4H20O8 in total in a non-equilibrium geometry (ωB97M-V/def2-TZVPD, the Open Molecules 2025 dataset).

```
32
Properties=species:S:1:pos:R:3:nbo_charge:R:1
O 3.880 0.001 -2.745 -0.734
C 3.417 -1.279 -2.436 -0.096
C 2.200 -1.557 -3.220 -0.088
O 1.013 -0.994 -2.618 -0.761
H 4.583 0.324 -2.167 0.494
H 4.196 -2.039 -2.641 0.169
H 3.277 -1.488 -1.359 0.181
H 2.032 -2.636 -3.198 0.178
H 2.329 -1.236 -4.251 0.190
H 0.481 -0.526 -3.267 0.488
O -1.875 0.346 3.208 -0.736
C -3.225 0.803 3.074 -0.095
C -3.277 1.649 1.866 -0.087
O -3.074 0.989 0.638 -0.735
H -1.689 -0.039 4.066 0.479
H -3.880 -0.059 2.901 0.155
H -3.593 1.319 3.973 0.176
H -2.560 2.480 1.961 0.168
H -4.224 2.187 1.841 0.180
H -2.128 0.885 0.454 0.495
O -1.839 -2.067 0.891 -0.962
H -2.462 -2.651 0.453 0.479
H -2.375 -1.403 1.357 0.498
O 2.752 1.836 -0.846 -0.969
H 2.233 1.492 -0.102 0.484
H 2.657 1.170 -1.539 0.473
O -0.058 -0.330 -0.073 -1.015
H 0.393 -0.426 -0.926 0.503
H -0.426 -1.194 0.152 0.510
O 0.683 1.425 1.806 -0.973
H 0.331 0.775 1.187 0.493
H 0.231 2.245 1.560 0.456
```

The value obtained for the relative energy (zero: lowest compared OMol25 entry of this formula, charge and spin) is 27.0 kcal/mol. For the HOMO energy, the calculation gives -10.22 eV. The LUMO energy comes out at 0.5 eV. The spin multiplicity is 1. As for the SMILES: OCCO.OCCO.O.O.O.O. The largest force on an atom is 2.13 eV/Å.